{"formula": "C27H22BiN4O2PS", "method": "ωB97M-V/def2-TZVPD", "elements": ["H", "C", "C", "N", "H", "H", "C", "H", "C", "C", "S", "H", "H", "C", "C", "H", "H", "C", "C", "N", "H", "Bi", "C", "H", "C", "C", "H", "C", "N", "H", "C", "H", "N", "C", "C", "C", "O", "C", "H", "H", "C", "C", "O", "H", "H", "C", "H", "C", "C", "H", "C", "P", "C", "C", "C", "H", "H", "H"], "positions_angstrom": [[-2.665, 2.126, 6.028], [-1.478, -1.297, -4.955], [-3.045, -0.310, -3.422], [3.270, 1.884, 3.115], [2.028, 4.195, -1.231], [4.791, -2.919, -1.210], [-3.091, 1.275, 5.508], [-4.515, -1.776, 3.643], [-0.952, 1.102, 4.395], [1.772, -4.316, -1.831], [2.178, -0.039, 1.687], [-0.647, 1.897, 5.071], [4.075, 1.680, 2.555], [-4.372, 0.874, 5.780], [-0.753, -0.659, -2.744], [0.515, -1.565, -4.229], [-3.541, -0.925, -5.414], [-4.883, -0.240, 5.098], [2.951, -1.841, -1.396], [1.135, 1.476, 3.721], [2.432, -0.063, -3.710], [-0.417, -0.574, 1.651], [-4.128, -0.915, 4.171], [-1.256, -1.721, -5.926], [3.040, 1.984, -3.591], [2.929, 3.183, -2.896], [0.792, 2.200, -0.462], [2.123, 1.174, 2.949], [-0.038, 0.742, 3.556], [-4.043, 0.039, -3.193], [-2.813, -0.503, 3.862], [3.325, 2.548, 3.867], [-1.288, 1.270, 0.930], [2.335, 0.869, -3.165], [-2.762, -0.849, -4.666], [-0.479, -1.202, -4.000], [-1.901, 3.500, 1.447], [3.726, -2.993, -1.390], [-0.070, -3.245, -2.013], [3.674, 1.919, -4.466], [1.579, -1.915, -1.629], [2.118, 3.264, -1.775], [-2.124, -1.163, 2.968], [3.747, -5.127, -1.605], [-4.975, 1.401, 6.506], [-2.293, 0.610, 4.555], [-2.261, 0.212, -1.490], [0.997, -3.167, -1.835], [-2.043, -0.218, -2.462], [3.477, 4.054, -3.232], [3.141, -4.231, -1.609], [0.507, -0.450, -1.440], [-1.593, 2.392, 1.213], [1.518, 0.941, -2.038], [1.419, 2.144, -1.345], [-5.892, -0.576, 5.305], [1.308, -5.279, -1.999], [3.417, -0.880, -1.217]], "energy_ha": -2365.7859, "orbital_gap_ev": 7.877, "homo_ev": -7.82}